{"formula": "C17H32F21N4O19PS5", "method": "wB97M-V/def2-TZVPD", "elements": ["S", "S", "S", "S", "S", "P", "F", "F", "F", "F", "F", "F", "F", "F", "F", "F", "F", "F", "F", "F", "F", "F", "F", "F", "F", "F", "F", "O", "O", "O", "O", "O", "O", "O", "O", "O", "O", "O", "O", "O", "O", "O", "O", "O", "O", "O", "N", "N", "N", "N", "C", "C", "C", "C", "C", "C", "C", "C", "C", "C", "C", "C", "C", "C", "C", "C", "C", "H", "H", "H", "H", "H", "H", "H", "H", "H", "H", "H", "H", "H", "H", "H", "H", "H", "H", "H", "H", "H", "H", "H", "H", "H", "H", "H", "H", "H", "H", "H", "H"], "coordinates": [[23.1246, -11.6730, -4.1190], [8.1871, -5.0771, -10.1863], [23.6357, -4.3797, -6.1797], [15.1313, -1.5076, -4.4876], [20.8769, -3.0811, 4.8810], [13.0635, -9.4003, 0.6689], [25.5306, -6.2026, -7.0012], [22.7176, -14.1080, -3.0292], [8.7110, -6.2688, -7.7830], [25.0420, -4.5969, -8.4660], [14.3806, -9.9601, -0.0994], [9.1314, -7.5466, -9.3976], [13.4069, -7.9041, 0.2380], [10.4234, -5.8163, -9.0175], [26.2647, -4.2751, -6.6238], [21.0018, -12.8213, -2.8158], [12.1017, -9.5300, -0.6436], [13.9802, -9.2127, 2.0046], [19.5912, -5.3533, 5.3288], [12.6371, -10.9270, 1.0488], [18.7820, -4.1369, 3.5924], [11.8535, -8.7498, 1.6512], [14.3650, -2.1690, -1.9023], [13.1367, -0.6269, -2.9232], [22.8556, -12.4980, -1.5775], [15.0887, -0.0584, -2.0743], [20.6517, -5.3851, 3.3892], [19.9007, -2.2320, 5.5883], [15.7885, -0.3115, -5.1190], [23.9645, -4.5218, -4.7814], [8.0322, -3.7927, -9.4721], [19.9030, -1.1472, -0.8120], [21.4122, -2.4895, 3.6625], [24.5631, -11.6791, -3.9503], [22.5945, -5.3119, -6.6544], [9.0242, -4.9495, -11.3927], [22.7323, -12.1287, -5.4978], [22.5706, -10.3327, -3.8090], [13.9714, -1.8721, -5.2230], [17.5691, -9.3340, -5.3184], [6.8996, -5.7693, -10.4853], [23.4182, -2.9810, -6.5080], [16.1293, -2.6112, -4.2072], [23.6779, -10.9020, -12.1883], [21.8723, -3.6008, 5.8034], [17.7072, -16.9274, -2.9509], [17.4259, -16.8496, -5.3324], [21.4794, -10.8730, -11.0961], [18.0438, -7.3500, -4.1064], [21.0654, 0.8290, -0.1025], [17.9555, -17.4082, -4.0195], [15.7161, -7.8823, -5.2150], [20.2232, 0.5440, -2.5033], [9.1750, -6.3035, -9.0182], [19.8967, -4.6021, 4.2500], [22.3984, -12.8479, -2.7642], [25.2347, -4.9083, -7.1551], [14.3902, -1.0735, -2.7142], [21.5319, -9.3510, -10.8789], [20.3846, -0.0874, -1.1220], [17.1171, -8.2856, -4.8905], [17.4562, -15.3349, -5.4074], [20.1030, 1.9125, 0.4674], [19.0484, -18.4838, -4.1357], [22.4427, -11.2078, -12.2389], [21.8617, -11.8778, -13.4797], [18.2265, -7.7073, -2.6235], [22.0050, 1.1621, -0.2642], [21.7708, -11.4080, -10.2904], [18.9692, -7.0532, -2.1667], [20.0390, -18.1221, -4.4114], [18.4019, -8.7826, -2.5896], [16.4681, -17.1588, -5.4164], [17.3756, -14.8139, -4.4534], [20.5965, 2.6098, 1.1444], [19.4459, 1.3081, -2.5044], [21.5764, -12.8913, -13.1975], [17.2799, -7.4321, -2.1585], [18.3335, -14.9222, -5.9055], [15.7064, -7.4413, -6.2118], [20.5611, -11.2687, -11.2389], [21.0923, 0.9512, -3.0200], [17.7717, -6.3859, -4.2351], [17.8203, -17.1622, -6.2081], [22.5464, -11.7766, -14.3218], [20.9269, -11.4648, -13.8586], [19.2730, 1.3429, 0.8854], [18.7962, -19.2385, -4.8807], [22.5533, -8.9773, -10.8060], [18.9482, -7.5518, -4.5080], [15.1085, -8.7871, -5.2279], [19.6971, 2.4630, -0.3813], [21.2920, 0.2454, 0.6901], [19.1861, -18.8874, -3.1326], [21.2451, -9.2892, -9.8291], [19.9300, -0.1941, -3.2498], [15.2472, -7.2482, -4.4626], [20.7750, -8.8665, -11.4956], [16.4568, -15.1449, -5.7988]], "energy_ev": -183539.083, "lumo_energy_ev": -1.05, "orbital_gap_ev": 3.157, "charge": -2, "spin_multiplicity": 1, "homo_ev": -4.2}